Entry 1:
This record from the OMol25 dataset describes a molecular structure, C29H48NOP3SSn at a distorted geometry. The level of theory is wB97M-V/def2-TZVPD.

E_LUMO (alpha / beta) (eV): -10.9 / -13.2
Net charge: +4
Spin multiplicity: 1
Energy relative to the best compared isomer or geometry (same formula, charge and spin) (kJ/mol): 0.00
Electronic energy (eV): -78882.3104

```
84
C29H48NOP3SSn | the OMol25 dataset | wB97M-V/def2-TZVPD
Sn -0.19054 -0.38439 0.40130
P -1.00442 -2.62310 1.53125
P -1.20057 -0.45711 -2.04245
P -2.37890 0.95017 1.25626
H 1.86477 1.60136 0.65194
C 0.95895 1.50422 1.25495
C 0.91766 0.55387 2.31320
H 1.80177 -0.05044 2.51582
C 0.25121 -3.94020 1.57975
C -2.45268 -3.40206 0.74616
C -1.42537 -2.32101 3.27404
C -0.79897 1.08539 -2.91853
C -0.51704 -1.82527 -3.02985
C -3.00601 -0.68726 -2.12704
C -2.16954 1.64166 2.92451
C -3.93064 0.00560 1.32399
C -2.62816 2.38886 0.16575
H 0.31553 2.38480 1.26666
H 0.23107 0.67431 3.14837
H 1.19199 -3.55756 1.99843
H 0.45262 -4.32746 0.57026
H -0.10547 -4.77082 2.20775
H -2.21136 -3.68937 -0.28860
H -3.32204 -2.72992 0.73040
H -2.71519 -4.31081 1.30906
H -0.54985 -1.91742 3.80340
H -1.70644 -3.28030 3.73380
H -2.25844 -1.61143 3.38205
H -1.18644 1.02907 -3.94657
H 0.29403 1.20781 -2.95310
H -1.23451 1.96159 -2.41574
H -0.96858 -1.81668 -4.03335
H -0.74015 -2.79234 -2.55236
H 0.57222 -1.71602 -3.12040
H -3.29062 -0.77253 -3.18589
H -3.54936 0.15741 -1.68320
H -3.29467 -1.61556 -1.61097
H -3.06358 2.22443 3.18651
H -1.29289 2.29820 2.97240
H -2.04363 0.83922 3.66351
H -4.75155 0.69140 1.57428
H -3.88271 -0.77475 2.09564
H -4.15631 -0.47355 0.36337
H -3.40467 3.03808 0.59457
H -2.93590 2.09708 -0.84745
H -1.70178 2.97529 0.07944
C -2.75276 5.80639 -3.10397
C -2.25955 6.94118 -3.78178
C -1.59786 7.92377 -3.04838
C -1.44522 7.79493 -1.65916
C -1.96432 6.67710 -0.99608
C -2.63580 5.68566 -1.71160
O -3.32433 4.74400 -3.75019
H -3.38501 4.94488 -4.69569
H -2.39125 7.02401 -4.86309
H -1.19527 8.79978 -3.55970
H -0.92329 8.56952 -1.09694
H -1.85425 6.56451 0.08261
H -3.06763 4.81119 -1.23065
N 1.56329 -1.47175 -0.36231
S 3.18788 -1.20804 -0.46345
C 3.69482 -2.85759 -0.96932
C 3.07275 -3.39100 -2.10937
C 3.27399 -4.73046 -2.44204
C 4.13220 -5.52166 -1.67652
C 4.78115 -4.97579 -0.56445
C 4.58678 -3.63162 -0.22487
C 3.74276 -1.02355 1.23336
C 3.55986 -2.01365 2.19933
C 3.98381 -1.78427 3.51324
C 4.57360 -0.56366 3.85492
C 4.71721 0.44543 2.89693
C 4.30436 0.22098 1.58508
H 1.33343 -2.42436 -0.65309
H 2.42226 -2.77237 -2.72467
H 2.75868 -5.14963 -3.30429
H 4.30397 -6.56273 -1.94671
H 5.43997 -5.58750 0.04467
H 5.10391 -3.20518 0.63168
H 3.13407 -2.97469 1.91745
H 3.86336 -2.56681 4.25993
H 4.91672 -0.39535 4.87396
H 5.15311 1.40897 3.16680
H 4.40975 0.98692 0.81500
```

=====

Entry 2:
This record from the OMol25 dataset describes a molecular structure, C29H49AsBrIrN9O. The level of theory is wB97M-V/def2-TZVPD.

E_LUMO (alpha / beta) (eV): -11.7 / -14.0
Net charge: +4
Spin multiplicity: 2
Energy relative to the best compared isomer or geometry (same formula, charge and spin) (kJ/mol): 159.03
Electronic energy (eV): -180009.3364

```
91
C29H49AsBrIrN9O | the OMol25 dataset | wB97M-V/def2-TZVPD
Ir -0.54736 -0.25239 0.14349
C 4.05237 0.98548 2.23899
N 3.59814 -0.19542 1.49957
C 4.69150 -1.09792 1.09502
C 3.99445 -2.16372 0.26694
N 2.58864 -1.86998 0.50179
C 1.63275 -2.88951 0.18437
C 2.39761 -0.68801 1.12576
N 1.18214 -0.13112 1.29760
C 0.99306 0.91049 2.30825
C 0.28416 2.04516 1.64839
N -0.97739 1.48672 1.16986
C -2.12867 2.14764 1.26266
N -3.30667 1.64612 0.80080
C -3.63490 0.35556 0.24796
C -4.41339 2.59401 0.93854
C -3.75976 3.77352 1.64431
N -2.34449 3.38250 1.75729
C -1.48667 4.36781 2.42133
H 5.13085 0.89347 2.33750
H 3.65512 1.02526 3.25058
H 3.85092 1.91138 1.70016
H 5.19103 -1.49794 1.97830
H 5.41799 -0.53319 0.51277
H 4.22486 -3.17611 0.60036
H 4.22899 -2.09522 -0.79918
H 1.79857 -3.78023 0.79764
H 1.72630 -3.17448 -0.86824
H 0.62885 -2.52382 0.37312
H 1.91937 1.24668 2.74319
H 0.37212 0.52206 3.12240
H 0.87568 2.37596 0.78731
H 0.17044 2.88452 2.31795
H -2.75968 -0.29654 0.18289
H -4.07037 0.47228 -0.74709
H -4.37384 -0.15780 0.87271
H -5.22149 2.14479 1.51790
H -4.80744 2.85624 -0.04530
H -4.17333 3.95606 2.63633
H -3.83359 4.69542 1.06801
H -2.12289 5.21118 2.67676
H -0.70058 4.73911 1.76576
H -1.07314 3.99170 3.35556
C -2.42752 3.61582 -2.97768
C -1.21552 2.75801 -2.76621
C -0.06888 2.86907 -3.54714
C 0.99196 2.01483 -3.31992
C 0.91788 1.07487 -2.30561
Br 2.34376 -0.12584 -2.16929
N -0.15281 0.97394 -1.50068
C -1.19030 1.80344 -1.76654
H -2.21480 4.42750 -3.66954
H -2.76714 4.05650 -2.04004
H -3.24845 3.03230 -3.39701
H -0.01094 3.60509 -4.33931
H 1.88128 2.05641 -3.93254
H -2.05490 1.69481 -1.12102
C -0.78105 -2.40457 -3.24048
As -1.48186 -2.32931 -1.43562
C -3.39679 -2.33227 -1.75789
C -1.14323 -4.18341 -0.78727
C -2.12623 -5.22700 -1.20971
C -3.24960 -5.52815 -0.49391
C -4.10316 -6.57935 -0.90257
C -3.84315 -7.35308 -2.06558
C -2.72929 -7.06693 -2.79256
C -1.87784 -6.02063 -2.37999
H -1.24334 -3.21661 -3.80016
H 0.29892 -2.54243 -3.21026
H -0.99986 -1.46700 -3.75057
H -3.63650 -3.13491 -2.45335
H -3.68179 -1.38716 -2.21860
H -3.95492 -2.46810 -0.83279
H -1.05836 -4.14398 0.29880
H -0.16368 -4.43992 -1.19573
H -3.50138 -4.99302 0.41252
H -4.96946 -6.79795 -0.28900
H -4.50913 -8.15562 -2.35281
H -2.46983 -7.62835 -3.67973
H -0.99624 -5.83306 -2.98400
C 0.27149 -3.04806 3.66840
N -0.77449 -2.06461 3.88963
C -1.39925 -1.36869 2.94765
N -2.30280 -0.45735 3.34686
O -1.19206 -1.56061 1.69852
H 1.08252 -2.87611 4.37369
H 0.64218 -2.93136 2.66044
H -0.10970 -4.05871 3.81312
H -1.07849 -1.93936 4.84434
H -2.56525 -0.34961 4.31360
H -2.86428 0.00571 2.65621
```